No. 1
94
Properties=species:S:1:pos:R:3:lowdin_charge:R:1 method="wB97M-V/def2-TZVPD" charge=+3 e_above_lowest_kj_mol=263.5 gap_ha=0.2180 homo_ev=-16.52 multiplicity=1 e_lumo_ev=-10.59
C 4.1849 1.4683 2.0166 0.03
C 2.6306 2.6083 0.6339 -0.06
H -0.2137 3.2352 3.0507 0.09
H -3.1154 1.1784 -1.1201 0.07
C 0.4688 -4.0606 2.6877 -0.03
H 5.1981 -3.9721 1.3728 0.10
H -1.6790 -4.6415 1.4099 0.09
C -1.1836 5.1060 2.7905 -0.03
O 2.6485 -2.6015 -0.3303 -0.18
H -0.3066 -3.5945 3.2996 0.09
H 3.2790 0.3552 3.6256 0.14
H 4.4654 -0.6678 -0.3329 0.07
H 1.8201 1.2480 5.1811 0.15
C -0.6238 3.9192 2.3260 -0.08
C -4.3409 -2.0628 -1.3641 -0.02
C -3.7879 0.3497 -0.8906 -0.05
H -2.7203 -0.3618 5.1879 0.11
O 0.5749 -2.2774 1.0993 -0.21
C -1.1441 -3.9854 0.7240 -0.02
H -2.7041 -0.8453 3.4781 0.10
H -2.1411 6.4999 -0.1308 0.13
H -2.1708 5.8508 -2.2175 0.13
H 0.7558 -2.9728 -4.3300 0.08
H -3.1715 0.8238 3.9326 0.11
C 4.2807 -3.9595 0.7840 -0.02
P -0.7832 -0.7850 -2.0765 0.48
H 4.4823 -4.4581 -0.1643 0.10
H 0.1761 3.4766 -4.9181 0.13
H -1.6069 -3.5062 -3.3679 0.09
C -1.1782 4.5940 0.0644 -0.17
H 1.0092 -4.2516 0.6276 0.13
N 0.7792 1.0175 3.2904 0.02
H 2.3910 3.2611 -0.1952 0.13
H 0.2364 -2.8482 -6.0009 0.11
H -2.1749 6.9446 2.2897 0.13
C -1.0700 -1.8447 -4.6621 -0.36
C -1.7368 5.7688 0.5568 0.01
H 4.7327 2.7300 0.3521 0.14
H 3.5178 -2.0786 1.4856 0.13
C -0.2754 0.5597 5.1613 0.03
C 0.4845 -1.9721 -1.6273 -0.18
C 0.2701 -3.7205 1.2299 -0.40
H -2.0873 -3.6639 -5.0514 0.11
C -3.4495 -0.8892 -1.6854 -0.40
C 0.3128 -2.2973 -5.0632 -0.03
P 1.4046 -1.6845 -0.1058 0.45
O 1.6550 -0.2430 0.1385 -0.31
H 0.9780 -1.4509 -5.2303 0.09
H -2.9908 -2.5862 -3.9966 0.08
H -3.7708 0.1405 0.1800 0.06
C -1.0915 4.7471 -3.7135 0.02
H -1.4941 5.3096 -4.5454 0.14
C 3.9350 2.3115 0.9489 0.01
H 0.0507 -2.9734 -1.6169 0.08
H 3.5246 -4.5286 1.3244 0.08
S -1.1761 0.5974 1.4117 0.86
N 1.5762 2.1389 1.3406 -0.04
C -0.1749 3.7218 -3.9261 -0.01
H 0.9999 2.2027 -2.9759 0.12
H -1.1611 5.3133 3.8524 0.13
C 3.8415 -2.5371 0.5449 -0.41
H -1.6997 -3.0504 0.6462 0.07
C 4.8628 -1.6665 -0.1468 -0.03
C -0.6449 3.6628 0.9651 -0.22
C 0.2925 3.0073 -2.8524 -0.09
H -1.5244 -1.2849 -5.4765 0.15
O -0.3765 0.6162 -1.6773 -0.39
H -1.1593 -4.4680 -0.2537 0.08
H -5.3755 -1.8099 -1.5963 0.11
H 1.4481 -3.7360 3.0398 0.08
H -3.4677 -0.6676 -2.7542 0.14
C 0.9158 0.9657 4.6724 0.02
N -1.1265 0.3959 4.0927 -0.08
C -2.5354 -0.0257 4.1729 0.03
O -0.9607 -0.7844 -3.6120 -0.16
C 1.8444 1.3656 2.4113 -0.22
H 5.7592 -1.5842 0.4701 0.10
H -4.7997 0.6667 -1.1457 0.11
C -1.9931 -2.9547 -4.2286 -0.03
H -4.0710 -2.9490 -1.9352 0.08
H 5.1976 1.1910 2.2788 0.14
N -0.0840 3.2887 -1.5830 -0.06
H 1.2360 -1.9290 -2.4201 0.09
O -2.0640 -1.3244 -1.3634 -0.20
H 0.3983 -5.1392 2.8286 0.10
C -1.7508 6.0225 1.9177 -0.02
C -0.4860 0.6691 2.9490 -0.61
H -4.2817 -2.3056 -0.3017 0.09
Pt 0.0232 1.9961 0.0744 1.29
H -0.5860 0.4052 6.1805 0.15
C 3.1200 0.9958 2.7707 0.04
H 5.1561 -2.1078 -1.0996 0.10
C -0.9365 4.3307 -1.3670 -0.19
C -1.4708 5.0527 -2.4167 0.03

=====

No. 2
22
Properties=species:S:1:pos:R:3:nbo_charge:R:1 method="wB97M-V/def2-TZVPD" charge=+1 e_above_lowest_kj_mol=247.9 gap_ha=0.2636 homo_ev=-12.16 multiplicity=1 e_lumo_ev=-4.99
C -1.9718 -0.0270 -0.6394 -0.52
H 2.3158 -0.6052 -1.4799 0.23
H -1.5640 -0.4955 -1.4842 0.26
F 0.7599 -2.2976 -0.2376 -0.33
H -1.3582 -2.7656 1.3104 0.44
C 2.1271 -0.4584 -0.3814 -0.28
C -1.5693 -0.9110 0.5024 0.36
H -1.2857 1.8253 -1.4127 0.24
H 4.1930 2.2589 0.0738 0.23
H -1.1343 -0.4992 1.3609 0.22
H 1.1180 -1.0533 1.4139 0.16
C -1.3275 1.3983 -0.4563 -0.59
H -0.2902 1.2300 -0.0026 0.22
H -2.4033 -2.7774 -0.0415 0.45
H -1.9621 1.9913 0.1370 0.23
H 2.1704 1.1510 1.0695 0.20
C 3.6797 1.3956 -0.5294 -0.33
C 2.6694 0.7965 0.0912 -0.24
C 1.3337 -1.2632 0.2937 0.18
N -1.8379 -2.1769 0.5941 -0.61
H -3.0903 0.0533 -0.9089 0.29
H 4.1294 0.9295 -1.3607 0.21

=====

No. 3
14
Properties=species:S:1:pos:R:3:nbo_charge:R:1 method="wB97M-V/def2-TZVPD" charge=0 e_above_lowest_kj_mol=223.0 gap_ha=0.3686 homo_ev=-9.37 multiplicity=1 e_lumo_ev=0.66
N -2.1577 -0.3058 1.2646 -0.81
O 2.1385 0.8298 0.5071 -0.65
O -0.9596 0.9372 -0.1518 -0.49
H -2.9151 0.2295 0.8599 0.40
C -0.9778 -0.1379 0.6450 0.72
N 0.0807 -0.8748 0.8866 -0.79
C 1.5475 0.1978 -0.3532 0.82
H -2.3863 -1.2473 1.5474 0.40
H -0.2668 -0.0631 -1.8059 0.19
H 0.3159 1.6359 -1.6322 0.21
H 3.1934 -0.1714 -1.1617 0.50
H 0.0295 -1.2856 1.8201 0.37
O 2.2711 -0.4497 -1.3129 -0.72
C 0.0867 0.7055 -1.1130 -0.16

=====

No. 4
19
Properties=species:S:1:pos:R:3:nbo_charge:R:1 method="wB97M-V/def2-TZVPD" charge=0 smiles="Cc1c/c(=N/N=C=S)[nH]c(N)n1" e_above_lowest_kj_mol=0.0 gap_ha=0.2923 homo_ev=-7.65 multiplicity=1 e_lumo_ev=0.31
C -0.5892 -1.3389 0.0247 0.62
H -3.3473 1.2165 -0.9118 0.23
N 3.1285 0.2258 0.0927 -0.34
H -0.1285 2.4170 0.0800 0.24
H -2.5591 2.6078 -0.1358 0.22
N 0.6746 -0.8360 0.0917 -0.59
C -2.7571 1.5425 -0.0581 -0.64
C 4.3154 0.2788 -0.0279 0.22
H -1.6472 -3.0360 -0.1534 0.42
H 1.4804 -1.4484 0.1324 0.42
C -1.4865 0.7636 -0.0005 0.26
N -1.6462 -0.5917 -0.0303 -0.57
N 2.0990 1.0459 0.1026 -0.35
C 0.9111 0.5377 0.0972 0.41
N -0.7299 -2.6851 0.0550 -0.79
H 0.0568 -3.2830 -0.1267 0.39
S 5.8300 -0.1153 -0.1352 -0.04
C -0.2598 1.3497 0.0662 -0.35
H -3.3450 1.3491 0.8372 0.23

=====

No. 5
8
Properties=species:S:1:pos:R:3:nbo_charge:R:1 method="wB97M-V/def2-TZVPD" charge=0 e_above_lowest_kj_mol=797.4 gap_ha="0.3353 / 0.2092" homo_ev="-11.36 / -9.75" multiplicity=1 e_lumo_ev="-2.24 / -4.06"
C 1.2323 0.6844 0.1340 0.30
N 2.3098 1.5195 0.0580 0.43
H 0.0576 -1.1503 -0.1232 0.27
H -0.6878 0.4245 -0.3126 0.24
O 2.9727 1.7150 1.0208 -0.34
Cl 3.2178 -1.8004 -0.0511 -0.11
O 2.4702 1.9519 -1.0491 -0.34
C 0.2315 0.0003 -0.1587 -0.46

=====

No. 6
11
Properties=species:S:1:pos:R:3:nbo_charge:R:1 method="wB97M-V/def2-TZVPD" charge=0 smiles="[H]/N=C(/C#N)NSC=O" e_above_lowest_kj_mol=222.6 gap_ha=0.3835 homo_ev=-10.30 multiplicity=1 e_lumo_ev=0.14
C 2.1077 0.2024 -0.0906 0.21
C -1.0624 -0.2786 0.2084 0.33
H -0.2362 -0.9156 1.8409 0.36
C -2.1551 -0.3786 -0.7433 0.22
H 3.1833 0.1674 0.1928 0.15
N -3.0333 -0.5501 -1.4840 -0.24
H -0.3744 1.3015 -0.9253 0.42
S 1.0488 1.2277 0.8964 0.44
N -0.8935 -1.1534 1.0987 -0.61
O 1.7461 -0.4884 -1.0011 -0.51
N -0.3310 0.8657 0.0072 -0.76